Below is a 2-piece molecular cluster, C4H9S overall, with properties calculated with ωB97M-V/def2-TZVPD.

Each line ends with the Mulliken charge.
CARTESIAN COORDINATES (ANGSTROEM)
C  1.270  1.648  2.195  -0.92
S  2.633  0.420  1.663  -0.76
H  0.335  1.215  1.990  0.15
H  1.279  2.565  1.623  0.22
H  1.225  1.947  3.214  0.31
C  -0.414  -2.021  -1.108  -0.73
C  -1.227  -0.734  -1.496  -0.13
C  -0.926  0.503  -1.109  -0.52
H  0.727  -1.921  -1.225  0.26
H  -0.934  -2.942  -1.460  0.28
H  -0.560  -1.946  0.034  0.21
H  -1.980  -0.973  -2.265  0.26
H  -0.996  1.290  -1.796  0.23
H  -0.433  0.948  -0.259  0.14

Force components x, y, z for each atom (eV/Å):
1.45 -0.58 -1.10
-0.89 0.98 0.53
-1.43 -0.81 -0.30
0.35 0.37 -0.38
0.47 0.02 1.19
-0.87 1.53 3.00
1.42 -1.83 -0.64
0.18 0.04 0.08
-1.99 -0.25 -0.32
0.86 0.63 0.08
0.59 -0.86 -1.30
0.65 0.81 -0.25
-1.71 1.23 -1.07
0.94 -1.28 0.47

Computed properties:
Total charge = -1
Strongest force on any atom = 3.48 eV/Å
Highest occupied orbital energy = -2.2 eV
Energy above the lowest of the compared OMol25 structures with the same formula, charge and spin = 2.109 eV
Multiplicity = 1

---

Below is C4HAlO2 as an isolated structure, with properties calculated with ωB97M-V/def2-TZVPD.

Each line ends with the Löwdin spin population.
CARTESIAN COORDINATES (ANGSTROEM)
O  -2.355  -1.184  -0.797  0.05
C  -1.374  -0.424  -0.404  0.12
C  -0.453  0.348  -0.194  0.07
H  -2.134  -1.686  -1.593  0.00
C  0.796  0.796  0.461  0.15
C  0.958  0.400  1.751  0.72
O  1.910  0.838  -0.329  0.08
Al  2.654  0.911  1.104  -0.19

Force components x, y, z for each atom (eV/Å):
1.08 1.07 1.15
-0.72 -0.55 -1.10
1.49 0.89 1.34
0.08 -0.02 -0.32
-4.33 -2.57 -3.82
-0.50 0.02 2.37
-1.54 0.52 -3.30
4.44 0.63 3.68

Computed properties:
Expectation value of S² = 1.00
Total charge = +1
Strongest force on any atom = 6.32 eV/Å
Highest occupied orbital energy (alpha / beta) = -14.4 / -13.7 eV
Energy above the lowest of the compared OMol25 structures with the same formula, charge and spin = 0.349 eV
Multiplicity = 2

---

Below is one molecule with the formula C4HN3O2, with properties calculated with ωB97M-V/def2-TZVPD.

Each line ends with the Mulliken charge.
CARTESIAN COORDINATES (ANGSTROEM)
O  1.431  2.720  0.817  -0.37
C  0.855  1.747  0.506  0.42
N  -0.435  1.632  -0.113  -0.46
C  -0.576  0.369  -0.277  0.74
N  -1.508  -0.535  -0.764  -0.52
C  -0.893  -1.662  -0.506  -0.09
N  0.401  -1.671  0.130  -0.61
C  0.574  -0.405  0.238  0.75
O  1.474  0.427  0.723  -0.31
H  -1.322  -2.623  -0.755  0.43

Force components x, y, z for each atom (eV/Å):
-0.12 -0.36 0.01
0.16 0.51 -0.08
0.04 -0.75 -0.04
-0.06 0.49 0.06
0.37 -0.36 0.15
-0.17 0.30 -0.08
0.09 0.60 -0.05
-0.02 -0.31 0.15
-0.20 -0.14 -0.09
-0.08 0.01 -0.02

Computed properties:
Structure (SMILES) = O=C1N=C2N=CN=C2O1
Strongest force on any atom = 0.75 eV/Å
Highest occupied orbital energy = -11.2 eV
Energy above the lowest of the compared OMol25 structures with the same formula, charge and spin = 0.000 eV
Multiplicity = 1

---

Below is C4HNO as an isolated structure, with properties calculated with ωB97M-V/def2-TZVPD.

Each line ends with the Mulliken charge.
CARTESIAN COORDINATES (ANGSTROEM)
O  -1.096  -0.851  0.064  -0.20
C  -0.246  0.191  0.095  -0.26
C  1.100  -0.054  -0.046  -0.10
C  2.300  0.088  -0.136  -0.10
C  -2.182  -0.077  0.117  0.64
N  -3.175  0.515  0.126  -0.38
H  3.358  0.155  -0.223  0.39

Force components x, y, z for each atom (eV/Å):
-0.14 1.04 0.00
0.89 0.56 0.04
0.76 -0.38 -0.02
-0.18 -0.18 -0.01
-2.05 -0.44 -0.05
0.67 -0.60 0.04
0.04 0.00 0.00

Computed properties:
Strongest force on any atom = 2.10 eV/Å
Highest occupied orbital energy = -9.6 eV
Energy above the lowest of the compared OMol25 structures with the same formula, charge and spin = 3.632 eV
Multiplicity = 1

---

Below is C4LiNaO2 as an isolated structure, with properties calculated with ωB97M-V/def2-TZVPD.

Each line ends with the Löwdin spin population.
CARTESIAN COORDINATES (ANGSTROEM)
C  1.812  0.041  -0.116  0.19
C  0.552  0.013  -0.054  0.15
C  -0.768  -0.022  0.046  0.14
C  -2.025  -0.080  0.111  0.18
O  -3.220  -0.125  0.229  0.14
Li  -4.949  0.331  -0.291  0.00
O  3.156  0.229  -0.486  0.20
Na  5.443  -0.388  0.562  0.00

Force components x, y, z for each atom (eV/Å):
5.34 1.18 -2.32
1.98 0.06 -0.07
-1.79 -0.23 0.17
3.19 0.18 -0.02
-2.13 0.17 -0.24
0.74 -0.22 0.24
-6.44 -1.37 2.62
-0.89 0.22 -0.38

Computed properties:
Expectation value of S² = 0.77
Total charge = +1
Strongest force on any atom = 7.08 eV/Å
Highest occupied orbital energy (alpha / beta) = -10.3 / -10.0 eV
Energy above the lowest of the compared OMol25 structures with the same formula, charge and spin = 0.000 eV
Multiplicity = 2

---

Below is a 12-piece molecular cluster, C50H100F6N12O19P2S2 overall, with properties calculated with ωB97M-V/def2-TZVPD.

Each line ends with the Mulliken charge.
CARTESIAN COORDINATES (ANGSTROEM)
C  -0.148  0.853  -2.629  -1.35
C  0.402  -0.287  -1.623  0.22
C  -0.610  -0.769  -0.564  -0.86
O  -0.058  -1.504  0.560  -0.29
C  -1.012  -1.845  1.584  -0.77
N  1.066  -1.423  -2.359  -0.22
H  1.421  -2.109  -1.708  0.34
H  0.380  -1.922  -2.908  0.28
H  1.822  -1.006  -2.883  0.36
H  0.006  1.838  -2.188  0.33
H  -1.213  0.669  -2.776  0.35
H  0.271  0.919  -3.633  0.46
H  1.275  0.036  -1.056  0.33
H  -1.554  -1.220  -0.873  0.51
H  -0.934  0.147  -0.070  0.42
H  -1.548  -0.964  1.938  0.31
H  -0.566  -2.242  2.496  0.26
H  -1.705  -2.588  1.189  0.32
C  -1.977  -2.538  -7.582  0.66
F  -1.083  -1.591  -7.656  -0.21
F  -2.904  -2.223  -6.649  -0.25
F  -2.597  -2.626  -8.755  -0.23
S  -1.186  -4.297  -7.146  0.95
O  -1.806  -5.294  -8.014  -0.55
O  0.208  -4.068  -7.427  -0.64
N  -1.304  -4.407  -5.385  -0.31
S  -1.800  -5.838  -5.268  0.96
O  -3.190  -6.003  -5.748  -0.64
O  -0.808  -6.850  -5.663  -0.63
C  -1.923  -6.069  -3.311  0.59
F  -1.785  -7.331  -2.986  -0.22
F  -0.956  -5.405  -2.724  -0.24
F  -3.089  -5.634  -2.858  -0.23
N  -9.942  -3.449  4.149  0.00
C  -9.947  -3.330  2.813  -0.36
C  -8.635  -3.376  2.355  -0.51
C  -7.825  -3.550  3.466  -0.33
C  -8.697  -3.799  4.559  -0.55
H  -10.769  -3.350  4.721  0.20
H  -10.916  -3.208  2.352  0.39
H  -8.359  -3.362  1.311  0.40
H  -6.747  -3.564  3.523  0.40
H  -8.452  -4.016  5.588  0.36
N  -0.056  6.036  3.322  0.02
C  0.585  6.840  4.155  -0.49
C  1.557  7.561  3.509  -0.51
C  1.440  7.272  2.202  -0.17
C  0.423  6.374  2.071  -0.61
H  -0.673  5.302  3.640  0.21
H  0.413  6.775  5.220  0.39
H  2.262  8.238  3.970  0.39
H  2.009  7.598  1.343  0.39
H  -0.002  6.035  1.138  0.39
N  4.466  2.940  3.416  0.00
C  4.157  1.580  3.455  -0.44
C  5.224  0.925  4.027  -0.39
C  6.278  1.850  4.116  -0.28
C  5.829  3.077  3.673  -0.66
H  3.849  3.708  3.193  0.19
H  3.179  1.213  3.179  0.44
H  5.178  -0.101  4.360  0.40
H  7.236  1.502  4.472  0.38
H  6.406  3.986  3.596  0.36
N  -1.846  -5.629  7.580  -0.02
C  -3.141  -5.593  7.098  -0.45
C  -3.309  -6.715  6.279  -0.38
C  -2.240  -7.515  6.414  -0.41
C  -1.319  -6.773  7.111  -0.52
H  -1.492  -5.068  8.341  0.24
H  -3.777  -4.776  7.406  0.40
H  -4.247  -6.934  5.790  0.39
H  -2.143  -8.475  5.929  0.38
H  -0.325  -7.093  7.386  0.37
O  4.990  1.372  -6.122  -0.88
P  6.139  2.252  -6.468  0.31
N  7.655  1.486  -6.582  0.33
C  8.909  2.178  -6.959  -0.96
C  7.927  0.189  -5.939  -1.00
N  6.304  3.505  -5.350  0.26
C  6.184  3.138  -3.900  -0.98
C  7.166  4.658  -5.491  -1.22
N  5.897  3.047  -7.905  0.38
C  5.955  2.252  -9.130  -1.08
C  5.132  4.231  -8.002  -1.10
H  9.434  2.550  -6.079  0.31
H  8.687  3.069  -7.547  0.28
H  9.587  1.474  -7.441  0.34
H  8.412  0.306  -4.970  0.35
H  8.698  -0.373  -6.467  0.30
H  7.034  -0.426  -5.827  0.30
H  6.108  2.058  -3.776  0.32
H  7.093  3.435  -3.378  0.33
H  5.299  3.538  -3.404  0.29
H  7.474  4.833  -6.522  0.41
H  6.654  5.535  -5.096  0.35
H  8.010  4.543  -4.811  0.34
H  4.964  1.854  -9.351  0.34
H  6.429  2.804  -9.942  0.35
H  6.604  1.401  -8.925  0.33
H  5.477  5.061  -7.386  0.26
H  4.092  3.956  -7.822  0.35
H  5.181  4.681  -8.994  0.39
O  -3.307  3.502  7.038  -0.87
P  -3.422  2.822  8.389  0.48
N  -1.986  1.967  8.625  0.21
C  -0.676  2.630  9.082  -0.91
C  -1.742  0.802  7.745  -1.06
N  -4.689  1.619  8.550  0.23
C  -4.955  0.744  9.685  -1.19
C  -5.651  1.369  7.459  -1.15
N  -3.652  3.867  9.705  0.26
C  -4.080  5.304  9.457  -1.00
C  -3.525  3.519  11.155  -1.04
H  0.189  1.975  9.181  0.36
H  -0.799  3.155  10.030  0.16
H  -0.445  3.303  8.257  0.38
H  -0.936  0.203  8.169  0.41
H  -1.505  1.121  6.730  0.26
H  -2.622  0.161  7.807  0.30
H  -5.546  1.254  10.446  0.29
H  -5.621  -0.085  9.443  0.45
H  -3.994  0.432  10.095  0.42
H  -5.918  2.285  6.932  0.31
H  -5.434  0.534  6.793  0.30
H  -6.555  1.004  7.948  0.49
H  -3.894  5.628  8.433  0.31
H  -5.113  5.502  9.745  0.29
H  -3.449  5.921  10.097  0.35
H  -3.668  2.455  11.346  0.26
H  -4.440  3.887  11.619  0.42
H  -2.545  3.809  11.536  0.29
C  -7.317  2.513  1.404  -1.16
C  -8.757  2.950  1.702  -0.23
O  -8.730  4.153  2.466  -0.26
C  -9.856  4.822  2.661  0.74
O  -10.892  4.696  2.006  -0.58
O  -9.627  5.665  3.652  -0.29
C  -10.652  6.582  3.954  -0.67
H  -6.789  3.285  0.845  0.31
H  -7.304  1.634  0.760  0.38
H  -6.725  2.313  2.297  0.30
H  -9.293  2.186  2.265  0.30
H  -9.335  3.097  0.790  0.31
H  -11.566  6.086  4.281  0.29
H  -10.946  7.182  3.092  0.29
H  -10.488  7.312  4.746  0.26
C  -5.223  3.818  -8.959  -1.07
C  -4.395  4.225  -7.692  -0.26
O  -4.617  5.552  -7.284  -0.26
C  -3.933  5.975  -6.258  0.80
O  -2.986  5.318  -5.720  -0.62
O  -4.511  7.034  -5.740  -0.32
C  -4.227  7.466  -4.398  -0.65
H  -4.783  4.108  -9.913  0.30
H  -6.231  4.225  -8.872  0.31
H  -5.223  2.728  -8.965  0.34
H  -3.327  4.200  -7.909  0.29
H  -4.577  3.584  -6.829  0.32
H  -4.442  8.510  -4.169  0.25
H  -3.174  7.331  -4.148  0.30
H  -4.785  6.806  -3.734  0.28
C  3.155  -5.733  2.474  -1.09
C  4.171  -6.281  1.474  -0.17
O  5.402  -5.652  1.545  -0.29
C  5.732  -4.482  0.845  0.74
O  5.061  -3.889  -0.047  -0.61
O  6.895  -4.041  1.309  -0.32
C  7.413  -2.728  0.839  -0.62
H  3.166  -6.230  3.444  0.32
H  2.188  -5.973  2.032  0.33
H  3.062  -4.677  2.730  0.32
H  3.736  -6.018  0.509  0.27
H  4.152  -7.360  1.629  0.27
H  6.674  -1.932  0.923  0.31
H  7.894  -2.808  -0.136  0.29
H  8.235  -2.489  1.515  0.24
C  6.131  -6.906  -5.314  -1.07
C  6.075  -7.562  -6.788  -0.20
O  7.365  -8.032  -7.087  -0.34
C  7.807  -9.204  -6.741  0.75
O  7.190  -10.055  -6.090  -0.57
O  9.122  -9.344  -7.260  -0.30
C  9.868  -10.542  -7.107  -0.66
H  6.104  -7.661  -4.529  0.29
H  5.391  -6.137  -5.095  0.36
H  7.112  -6.438  -5.232  0.31
H  5.759  -6.831  -7.533  0.28
H  5.364  -8.387  -6.835  0.31
H  10.931  -10.474  -7.337  0.26
H  9.478  -11.288  -7.800  0.29
H  9.833  -11.044  -6.139  0.30

Force components x, y, z for each atom (eV/Å):
-0.07 -1.24 1.21
0.24 0.48 0.23
-0.55 0.75 1.96
0.83 -0.26 -0.83
-0.31 0.28 -0.58
-1.11 0.13 0.28
0.42 -0.26 0.50
-0.06 -0.24 -1.00
0.24 -0.41 -0.70
-0.14 -0.20 0.22
-0.05 0.17 0.09
0.50 -0.56 0.16
-0.28 0.75 0.18
0.23 -0.41 -0.78
-0.22 0.60 -0.43
-0.23 0.24 -0.32
0.72 -0.13 -0.53
-0.18 0.03 0.07
-1.26 -1.98 0.75
0.67 0.49 0.23
0.45 0.14 -0.28
0.13 -0.09 0.03
1.37 0.44 -0.59
-0.02 1.70 1.62
-0.11 0.49 0.27
0.52 2.64 -3.34
-2.59 -5.10 1.02
1.94 -0.18 1.20
-1.28 1.08 0.74
-0.32 0.20 -2.65
-0.10 -0.91 0.05
1.12 1.07 0.92
-0.41 0.26 0.27
-0.29 -1.24 0.67
-0.24 0.75 -1.10
-1.41 0.29 -0.89
-0.49 -1.43 2.06
1.95 1.77 -0.20
0.29 -0.36 -0.07
0.32 0.11 -0.44
0.09 0.23 0.13
-0.10 -0.30 -0.11
-0.12 0.20 -0.05
-0.32 0.36 -1.53
1.32 0.47 3.07
0.34 1.07 2.99
-0.31 -0.75 -3.23
-0.67 -1.38 -1.23
-0.12 0.31 -0.54
-0.03 0.01 -0.03
-0.16 -0.04 0.08
-0.01 0.30 0.18
-0.05 -0.40 0.27
1.27 -0.70 -0.95
-0.32 0.95 1.16
-1.16 -0.03 -0.83
0.31 -0.22 0.07
-0.32 -0.63 0.93
0.13 -0.35 -0.24
0.00 0.16 0.21
0.32 0.00 -0.26
0.23 0.71 -0.11
-0.49 0.13 0.01
-1.38 -0.14 -0.46
0.16 0.22 -0.34
-3.77 2.66 1.16
2.40 -0.77 -0.70
2.14 -1.94 0.92
0.06 -0.13 -0.41
-0.14 -0.15 -0.33
0.07 -0.02 -0.08
0.44 0.10 0.15
0.02 0.19 0.08
1.20 -0.16 0.36
-0.04 0.30 0.41
-0.15 -0.60 -0.40
-0.99 0.18 0.71
0.04 0.29 0.11
-0.49 -0.52 0.98
-0.06 -0.64 -0.99
-0.14 0.05 0.26
2.38 -0.47 -0.23
0.39 -0.50 0.88
-1.04 0.97 -0.17
0.09 -0.03 0.32
0.06 -0.31 -0.38
-0.18 0.12 -0.38
-0.28 0.29 0.49
-0.24 -0.02 -0.67
0.00 0.23 -0.10
-0.04 -0.09 -0.21
-0.06 0.19 0.08
0.05 0.42 -0.17
0.06 -0.03 0.16
-0.19 0.28 -0.28
0.58 -0.01 -0.37
-0.04 0.14 -0.48
-0.39 0.15 -0.09
-0.05 -0.13 -0.12
-0.24 -0.36 0.51
-0.37 0.66 0.19
0.11 -0.44 -0.34
-1.38 -0.71 2.02
0.00 -0.28 -0.53
1.31 -0.70 1.86
-1.84 0.26 -1.24
-0.49 0.50 0.99
0.56 0.51 -1.76
0.54 0.90 0.38
-0.41 0.32 0.72
0.21 0.47 -0.66
1.04 -1.04 0.50
-0.88 -0.63 -1.68
-0.55 -0.62 -0.02
-0.17 0.10 -0.22
0.41 0.52 0.33
0.18 0.17 -0.10
-0.07 -0.22 -0.16
-0.11 0.06 -0.52
0.18 0.33 0.39
0.62 -0.28 -0.50
-0.21 -0.40 0.29
0.26 -0.19 -0.23
0.72 0.19 -0.33
-0.32 0.38 0.02
-0.12 -0.43 0.00
-0.14 -0.31 -0.10
0.03 0.14 0.06
0.48 -0.22 -0.47
0.53 0.79 0.54
-0.37 0.41 0.40
-0.22 0.45 -0.16
0.11 -0.57 -0.46
0.58 -0.13 0.32
-1.66 -0.49 -1.71
1.70 0.26 1.40
0.36 0.73 0.82
-2.06 0.70 -0.21
-0.09 0.18 0.03
-0.20 -0.12 0.17
-0.24 -0.06 0.10
0.06 -0.03 0.18
0.14 0.17 -0.08
0.04 -0.43 -0.18
0.21 -0.20 -0.29
1.28 -0.49 0.07
0.60 0.33 1.31
0.96 -0.87 -1.37
-1.27 1.42 -0.75
2.76 -3.15 3.25
-2.59 2.36 -1.67
-0.46 1.74 -0.12
0.98 -1.10 0.53
0.10 0.39 0.25
-0.04 -0.24 -0.11
-0.33 0.00 0.04
0.03 -0.62 -0.08
-0.18 -0.16 -0.18
-0.51 -0.11 -0.90
0.07 -0.17 -0.28
-0.12 0.18 0.07
-1.00 -0.40 0.68
-2.53 1.80 -0.63
2.95 1.91 -0.44
-2.49 0.77 -1.71
1.80 -2.42 3.05
0.16 0.56 -0.17
0.16 -0.84 0.55
0.27 -0.20 0.00
-0.23 -0.14 0.12
0.75 0.24 -0.62
0.12 -0.52 -0.34
1.03 0.09 -0.29
-0.16 -0.37 -0.30
-0.65 -0.15 -0.19
-0.23 -0.27 0.27
0.37 -0.62 -1.29
-1.24 0.43 2.64
1.40 0.84 -1.32
0.47 -3.17 1.07
1.70 1.75 -1.50
-1.49 1.06 0.89
-0.70 -1.66 -0.04
-0.19 -0.16 -0.22
-0.20 -0.21 -0.36
0.03 0.15 -0.09
0.56 -0.01 -0.02
0.04 -0.03 0.18
-0.20 1.08 -0.16
-0.11 -0.03 -0.15
-0.44 0.57 0.37

Computed properties:
Strongest force on any atom = 5.81 eV/Å
Highest occupied orbital energy = -8.0 eV
Multiplicity = 1